[1]
Entry from OMol25: a structure of composition C22H44O44S11 at a distorted geometry (ωB97M-V/def2-TZVPD).

Calculated values
* ΔE to the lowest compared entry with this formula, charge and spin: 56.3 kcal per mole
* charge: 0
* HOMO energy: -10.539 eV

The geometry in XYZ format:
```
121
C22H44O44S11 (ωB97M-V/def2-TZVPD)
C -19.05461 8.44823 4.44185
C -19.81611 7.74844 5.49507
O -18.89207 6.83066 6.15930
S -17.54790 6.61559 5.27342
O -17.52426 5.39448 4.59050
O -16.48112 6.83065 6.17184
O -17.77197 7.83309 4.29342
H -18.83641 9.47449 4.78069
H -19.50199 8.58868 3.44555
H -20.63934 7.14414 5.06269
H -20.15387 8.40593 6.26758
C -14.13406 9.39495 5.01926
C -13.47968 10.72298 4.61439
O -12.83781 10.37351 3.32782
S -12.33822 8.94043 3.34000
O -11.17817 8.76226 4.16316
O -12.28552 8.44087 2.03372
O -13.62863 8.44451 4.03636
H -15.23480 9.26713 4.98754
H -13.76261 9.05369 5.97739
H -12.71815 11.05757 5.25911
H -14.17878 11.57015 4.37150
C -15.75230 9.50441 -1.46710
C -15.15272 9.87247 -0.03231
O -15.71000 8.79897 0.78723
S -17.12327 8.28386 0.31442
O -18.07489 9.03603 1.06799
O -17.23103 6.89722 0.23575
O -17.10714 8.93571 -1.10516
H -15.22441 8.82897 -2.12109
H -16.05308 10.36618 -2.04367
H -15.64836 10.78437 0.17832
H -14.06664 9.84699 0.09281
C -22.67407 9.07201 -0.88826
C -21.21896 9.45909 -1.03640
O -21.17242 10.93068 -0.88285
S -22.53536 11.57217 -0.52496
O -23.17380 12.10357 -1.66371
O -22.40019 12.40282 0.59915
O -23.24511 10.22988 -0.13003
H -23.02856 8.15934 -0.41133
H -23.15994 9.04521 -1.85309
H -20.73141 9.19738 -1.94178
H -20.53044 8.99640 -0.35824
C -16.43525 14.89114 5.17056
C -15.92696 16.25126 4.66280
O -15.13618 16.82600 5.75563
S -14.88009 15.70011 6.85238
O -14.91046 16.28233 8.13264
O -13.78716 14.81584 6.54271
O -16.23200 15.01311 6.63315
H -15.78870 14.10791 4.88087
H -17.49261 14.79810 4.94283
H -16.74524 16.98363 4.49565
H -15.23743 16.22703 3.80164
C -24.89244 11.97388 3.13455
C -23.73060 12.73962 3.78201
O -22.63408 11.77271 3.71314
S -23.14948 10.31024 3.82588
O -23.60545 9.92824 5.10918
O -22.22876 9.51806 3.13545
O -24.42294 10.57500 2.94405
H -25.22355 12.47867 2.24391
H -25.72405 11.86721 3.85081
H -24.01021 13.12586 4.78363
H -23.42503 13.60804 3.24936
C -19.85437 14.55201 8.31588
C -21.30401 14.01841 8.32732
O -21.50794 13.68644 6.87000
S -20.24436 13.24265 6.15528
O -20.18834 13.80234 4.86688
O -20.07303 11.86032 6.20062
O -19.23661 13.94195 7.08891
H -19.22708 14.15196 9.14864
H -19.77323 15.63420 8.27472
H -21.97968 14.83900 8.62107
H -21.31814 13.06826 8.80997
C -18.37638 9.67518 7.81557
C -17.95410 10.45875 9.05038
O -17.20349 11.56212 8.40964
S -16.66476 11.28393 6.96827
O -15.24845 11.22589 6.99221
O -17.26514 12.12281 6.06527
O -17.27335 9.84594 6.90136
H -19.33334 9.90989 7.33163
H -18.28738 8.60900 8.07425
H -17.26594 9.90075 9.72146
H -18.84049 10.85802 9.54139
C -19.90497 14.10724 -3.26945
C -19.21396 13.96182 -1.96852
O -18.40222 12.75660 -2.15183
S -17.73989 12.85703 -3.58036
O -17.81955 11.57174 -4.06418
O -16.57107 13.62514 -3.41199
O -18.81154 13.83553 -4.23335
H -20.19844 15.10290 -3.50358
H -20.64079 13.33232 -3.38779
H -19.90602 13.82276 -1.13438
H -18.60513 14.86341 -1.79716
C -12.66084 16.23695 0.03283
C -13.76858 15.89147 0.99042
O -13.06009 15.35137 2.14277
S -11.77395 16.25325 2.26133
O -10.88139 15.57418 3.07223
O -12.12436 17.53939 2.58175
O -11.39594 16.07196 0.74807
H -12.73033 17.22672 -0.42652
H -12.61367 15.45521 -0.75476
H -14.35290 15.08626 0.58346
H -14.35164 16.80755 1.16078
C -18.96397 11.89747 1.90706
C -17.76726 11.55541 2.73579
O -16.58176 12.19108 2.23235
S -17.11197 13.53953 1.45608
O -16.25293 13.79053 0.37094
O -17.39648 14.51306 2.47902
O -18.47200 12.95475 0.97522
H -19.90828 12.23472 2.38585
H -19.15383 11.09314 1.21002
H -17.65186 10.47006 2.68659
H -17.91445 11.96190 3.73013
```

=====

[2]
Entry from OMol25: a cluster of 3 separate species, C22H45BN3O4 in total (ωB97M-V/def2-TZVPD).

Calculated values
* charge: -1
* ⟨S²⟩: 2.008
* multiplicity: 3
* HOMO energy (alpha / beta): -4.856 / -4.857 eV

The geometry in XYZ format:
```
75
C22H45BN3O4 (ωB97M-V/def2-TZVPD)
B -3.20282 -0.58054 3.03001
N -3.30992 1.01602 2.78577
C -2.18560 1.71503 2.43171
C -1.06172 1.65594 3.45230
O -2.08401 2.43497 1.44899
C -4.46870 1.30793 2.01832
C -5.61252 1.87142 2.84331
O -4.60463 1.10052 0.83970
H -2.48289 -0.80969 3.98761
H -2.76729 -1.11927 2.01811
H -4.33939 -0.97502 3.26356
H -1.02618 2.63174 3.94041
H -0.11266 1.45870 2.95454
H -1.24678 0.88000 4.18736
H -6.18767 2.57079 2.23695
H -5.25043 2.34611 3.75214
H -6.25604 1.03822 3.13538
C -2.89905 -4.18430 -3.39590
C -2.85159 -4.16010 -1.85350
C -3.59542 -2.94817 -1.26334
C -2.84709 -1.62213 -1.33130
C -1.44671 -1.76842 -0.74239
C -0.63927 -2.87406 -1.43528
N -1.43509 -4.15355 -1.35510
O -1.26434 -4.79470 -0.26627
C -0.31666 -2.46170 -2.87372
C 0.68723 -3.12104 -0.72689
C -3.52283 -5.43730 -1.35641
H -1.95944 -3.90869 -3.85875
H -3.13092 -5.19245 -3.74338
H -3.67204 -3.51311 -3.77315
H -3.81852 -3.15463 -0.21282
H -4.55643 -2.87199 -1.78046
H -2.80602 -1.24702 -2.35952
H -3.39407 -0.87637 -0.75057
H -0.89384 -0.82847 -0.82236
H -1.53414 -1.99070 0.32419
H 0.18845 -3.26727 -3.41138
H 0.36055 -1.60672 -2.82609
H -1.18601 -2.14814 -3.44454
H 0.54575 -3.31863 0.33132
H 1.30868 -2.23206 -0.83910
H 1.21119 -3.96930 -1.17130
H -2.94736 -6.31635 -1.64891
H -4.51232 -5.49554 -1.81774
H -3.63498 -5.44235 -0.27616
C 2.67191 2.28428 -1.82503
C 2.58034 2.26435 -0.28390
C 2.38823 3.66909 0.31889
C 3.64660 4.52864 0.39293
C 4.78691 3.76679 1.06128
C 5.08595 2.43671 0.36280
N 3.80594 1.64348 0.32629
O 3.58376 1.00704 1.40795
C 5.67984 2.69506 -1.02344
C 6.11012 1.62960 1.15302
C 1.36679 1.42183 0.08352
H 3.67283 2.11814 -2.20463
H 2.05000 1.48825 -2.23632
H 2.30777 3.23093 -2.22726
H 1.99230 3.54454 1.33050
H 1.60869 4.17306 -0.25633
H 3.94349 4.87690 -0.60096
H 3.42344 5.42554 0.97480
H 5.70399 4.36362 1.07424
H 4.52004 3.55906 2.10178
H 5.82478 1.75860 -1.56448
H 6.65622 3.16339 -0.88636
H 5.08450 3.36378 -1.63830
H 5.79863 1.48811 2.18351
H 7.06220 2.16467 1.13832
H 6.25464 0.64691 0.70253
H 1.50884 0.38221 -0.20617
H 0.49968 1.81843 -0.44936
H 1.14312 1.44940 1.14483
```

=====

[3]
Entry from OMol25: a cluster of 2 separate species, C22H45BN4O9P in total at a distorted geometry (ωB97M-V/def2-TZVPD).

Calculated values
* ΔE to the lowest compared entry with this formula, charge and spin: 0.0 kcal per mole
* charge: +1
* HOMO energy: -11.957 eV

The geometry in XYZ format:
```
82
C22H45BN4O9P (ωB97M-V/def2-TZVPD)
C 3.18378 -2.59986 3.71164
C 1.93317 -2.44562 2.85002
O 2.14563 -2.64264 1.46751
C 3.02063 -1.68169 0.90492
C 3.15124 -1.87240 -0.61962
C 2.15126 -2.86422 -1.20723
C 0.75189 -2.27068 -1.28828
C -0.34451 -3.35112 -1.44921
C -1.38804 -3.38780 -0.38842
C -1.85699 -4.47544 0.27149
C -1.51903 -5.91424 0.11097
P -1.74871 -7.03652 1.50947
O -1.11369 -8.32223 1.27246
O -1.27719 -6.25111 2.82689
O -3.33653 -7.10042 1.68936
N -2.78969 -3.99602 1.15149
C -2.91072 -2.67149 1.06671
B -3.91094 -1.91490 2.04095
N -3.78150 -0.53353 2.28588
O -4.90992 -2.70873 2.55170
N -2.07472 -2.29993 0.10030
C -1.91053 -0.93281 -0.39983
C -3.17474 -0.33588 -0.99198
C -3.00859 1.15239 -1.31242
C -2.40963 2.07077 -0.23077
N -1.15348 2.68042 -0.69981
C -0.85057 3.96258 -0.01267
C -0.06096 1.76499 -0.48572
C 0.41884 1.52331 0.93852
O 0.46995 1.19546 -1.41057
H 2.94088 -3.09427 4.64932
H 3.64607 -1.64162 3.93995
H 3.92112 -3.21005 3.19219
H 1.20028 -3.19864 3.14507
H 1.46359 -1.46821 3.02650
H 4.01225 -1.75582 1.35821
H 2.66285 -0.66950 1.14066
H 4.15416 -2.22883 -0.84576
H 3.02493 -0.89960 -1.09446
H 2.14800 -3.78477 -0.62769
H 2.49761 -3.10416 -2.21500
H 0.69228 -1.55775 -2.11054
H 0.57875 -1.70491 -0.37130
H -0.83032 -3.29717 -2.42573
H 0.14913 -4.32213 -1.41845
H -0.50062 -6.06049 -0.24199
H -2.17817 -6.33116 -0.65772
H -0.87505 -5.39325 2.65137
H -3.64137 -6.85786 2.57078
H -3.36151 -4.53416 1.78505
H -4.26556 -0.16951 3.09616
H -2.83832 -0.16918 2.25792
H -4.95911 -2.75153 3.51088
H -1.15360 -0.95420 -1.17606
H -1.49412 -0.32409 0.39975
H -4.05927 -0.51497 -0.38261
H -3.35228 -0.84457 -1.94212
H -2.39536 1.25287 -2.20672
H -3.99430 1.53628 -1.56897
H -3.10659 2.88441 -0.04297
H -2.27283 1.56087 0.73305
H -1.33760 4.03772 0.96081
H -1.16366 4.77043 -0.66844
H 0.22592 4.04809 0.12594
H 1.45500 1.84205 1.02627
H 0.37246 0.45421 1.14350
H -0.17561 2.04987 1.68246
C 2.03260 5.07752 -2.32013
C 1.44227 6.34561 -1.73922
O 2.43838 7.34875 -1.50636
C 2.84812 8.00189 -2.59754
O 2.43478 7.83384 -3.71444
O 3.78821 8.86669 -2.23223
C 4.36347 9.61191 -3.31258
H 2.83910 4.70922 -1.68365
H 1.26626 4.30417 -2.40116
H 2.44018 5.25792 -3.31291
H 1.01829 6.14908 -0.75587
H 0.65496 6.74848 -2.37634
H 3.58979 10.10724 -3.89391
H 4.94481 8.95465 -3.95638
H 5.01300 10.34805 -2.85029
```

=====

[4]
Entry from OMol25: a structure of composition C22H45FeN6 at a distorted geometry (ωB97M-V/def2-TZVPD).

Calculated values
* charge: +1
* ⟨S²⟩: 6.011
* multiplicity: 5
* HOMO energy (alpha / beta): -9.182 / -9.245 eV

The geometry in XYZ format:
```
74
C22H45FeN6 (ωB97M-V/def2-TZVPD)
Fe 9.58878 10.61283 7.86467
C 7.89404 13.06950 8.78168
C 8.40057 13.55273 7.41240
N 8.80037 12.41704 6.55029
C 7.77309 11.99114 5.55317
C 7.29208 10.51632 5.62864
N 7.76262 9.72682 6.82547
C 6.73352 9.68191 7.88640
C 6.63366 10.99356 8.67192
N 7.97807 11.59268 9.04190
H 6.81853 13.30737 8.86741
H 8.42020 13.62248 9.57800
H 9.28733 14.23912 7.55914
H 7.63572 14.19148 6.90311
H 9.64483 12.75849 6.06312
H 8.17199 12.17446 4.53592
H 6.86779 12.65711 5.64682
H 7.58217 9.97748 4.69782
H 6.18498 10.53103 5.62042
H 7.94771 8.76223 6.53196
H 6.90568 8.89097 8.63613
H 5.72333 9.44946 7.47475
H 6.03418 10.81692 9.59029
H 6.04700 11.72272 8.11312
H 8.12321 11.51623 10.07152
C 11.33472 7.49526 4.19214
C 12.20461 8.33120 5.08011
C 13.62195 8.32796 4.93953
C 14.38269 9.22811 5.70354
C 15.88002 9.08536 5.47581
C 13.74022 10.13509 6.57833
C 12.34454 9.99381 6.87475
C 11.58007 9.09793 6.05331
N 11.63035 10.66919 7.84361
C 12.41425 11.51570 8.81623
C 12.98726 12.80625 8.15085
C 13.48682 10.68058 9.54469
C 11.47557 11.98388 9.96809
H 11.90909 6.93459 3.47212
H 10.60498 8.12830 3.70270
H 10.78146 6.77718 4.79598
H 14.16573 7.59674 4.32020
H 15.95806 8.06267 5.03650
H 16.44644 9.11908 6.38446
H 16.26760 9.81257 4.75293
H 14.33268 10.89556 7.09985
H 10.49146 9.06029 6.19217
H 13.73355 12.59000 7.39264
H 13.48174 13.36478 8.93181
H 12.14189 13.38967 7.77519
H 14.33097 10.39404 8.90587
H 12.96078 9.77780 9.91903
H 13.85299 11.28223 10.37263
H 10.62345 12.55930 9.57506
H 12.00051 12.61411 10.66237
H 11.03602 11.16085 10.51855
C 12.10157 6.77726 10.63674
C 10.83945 6.89109 9.80493
C 9.60766 6.27664 10.51590
C 10.83468 6.24160 8.39527
N 10.62474 8.31756 9.74531
N 9.36765 8.75305 9.14371
H 12.27729 5.71448 10.92253
H 11.93920 7.40288 11.52650
H 12.98545 7.18410 10.12157
H 9.82329 5.28260 10.90970
H 8.79011 6.13027 9.79909
H 9.28029 6.89468 11.34240
H 10.84274 5.14293 8.54902
H 11.70964 6.55481 7.78252
H 9.87751 6.51007 7.93638
H 11.36336 8.72592 9.19437
H 8.75419 9.03303 9.92339
H 8.91372 7.97046 8.68946
```